Molecular formula: C18H20ClNO11P2RuS2
Method: DFT, ωB97M-V/def2-TZVPD

Each line ends with the Mulliken charge.
Atoms and positions in Å:
Ru 0.18 -0.53 -0.79  0.931
C 0.54 -5.57 0.60  -1.833
C -0.11 -4.61 -0.38  0.859
O -0.19 -5.26 -1.66  -0.622
P -1.84 -4.24 0.05  0.925
O -1.87 -3.57 1.48  -0.672
O -2.44 -5.68 0.44  -0.596
O -2.54 -3.56 -1.05  -0.759
P 0.92 -3.10 -0.58  1.098
O 2.35 -3.72 -0.74  -0.523
O 0.43 -2.38 -1.84  -0.830
O 0.81 -2.14 0.60  -0.584
H -0.07 -6.47 0.71  0.443
H 0.64 -5.10 1.58  0.379
H 1.53 -5.85 0.24  0.402
H -0.45 -4.56 -2.30  0.391
H -1.76 -2.59 1.35  0.273
H -2.48 -6.23 -0.35  0.379
H 3.07 -3.08 -0.51  0.503
C 2.08 2.26 -1.23  -2.167
C 1.30 2.19 0.04  1.076
C 1.57 3.23 0.98  -1.023
C 0.91 3.29 2.16  -1.091
C -0.10 2.34 2.43  1.067
C -0.89 2.37 3.60  -1.000
C -1.90 1.46 3.77  -0.659
C -2.16 0.51 2.78  -0.812
C -1.41 0.44 1.63  0.982
S -1.79 -0.66 0.33  -0.697
C -0.34 1.35 1.46  -0.521
N 0.41 1.26 0.30  1.420
H 1.97 3.27 -1.63  0.547
H 1.75 1.55 -1.97  0.223
H 3.14 2.09 -1.03  0.532
H 2.33 3.95 0.73  0.534
H 1.13 4.06 2.89  0.387
H -0.68 3.13 4.35  0.381
H -2.50 1.48 4.67  0.374
H -2.98 -0.19 2.91  0.449
O 4.75 0.24 -0.76  -0.696
Cl 3.70 -0.52 -0.15  1.912
O 4.16 -1.87 0.10  -0.903
O 3.27 0.09 1.07  -0.648
O 2.57 -0.59 -1.08  -0.613
S -0.62 0.49 -2.61  -0.372
C -1.08 2.17 -2.29  0.456
C -0.64 3.17 -3.16  -0.563
C -0.98 4.50 -2.95  -0.480
C -1.77 4.85 -1.87  -0.516
C -2.24 3.86 -1.02  -0.577
C -1.91 2.53 -1.23  -0.396
H -0.01 2.89 -4.00  0.396
H -0.61 5.25 -3.64  0.355
H -2.03 5.89 -1.70  0.383
H -2.86 4.13 -0.17  0.411
H -2.28 1.77 -0.56  0.679

Results
spin multiplicity: 2
orbital gap (spin up / spin down): 0.2759 / 0.2581 hartree
lowest unoccupied orbital energy (spin up / spin down): 2.28 / 1.89 eV
<S²>: 0.76
DFT total energy: -98359.6472 eV
charge: -1